(1)
This record from the Open Molecules 2025 dataset describes a cluster of 8 separate species, C53H46F7N3O in total. The level of theory is ωB97M-V/def2-TZVPD.

```
110
Properties=species:S:1:pos:R:3:forces:R:3:lowdin_charge:R:1
C 2.453 2.941 4.816 -0.09 1.15 0.37 -0.13
O 2.452 1.552 5.238 -0.21 0.23 -2.12 -0.21
C 2.828 0.649 4.171 1.37 -1.06 0.55 -0.19
C 1.726 -0.475 3.851 0.45 -0.94 0.35 -0.20
C 1.390 -1.411 5.129 -1.16 -0.11 2.23 -0.13
N 1.058 -1.989 6.127 1.70 2.47 -4.71 0.13
C 0.380 0.076 3.145 -1.10 0.00 -0.72 -0.19
C 0.616 1.457 2.330 0.64 2.00 -1.54 -0.12
N 0.822 2.436 1.656 -1.09 -4.88 3.39 0.14
C -0.887 0.131 4.113 -3.98 0.88 3.41 -0.13
C -2.258 -0.576 3.823 0.81 0.85 0.99 -0.01
C -3.489 -0.581 4.756 3.60 1.45 0.37 -0.11
N -3.449 0.097 6.008 3.17 -0.04 -2.99 0.00
C -2.241 0.789 6.293 1.25 -0.12 -0.96 -0.13
C -0.923 0.909 5.493 -2.62 -2.42 -2.23 0.02
H 3.433 3.442 5.151 -1.54 -0.78 -0.42 0.10
H 2.338 3.105 3.691 0.19 -0.53 1.51 0.07
H 1.551 3.473 5.313 1.49 -0.90 -0.62 0.10
H 3.766 0.077 4.551 -1.53 0.78 -0.62 0.14
H 3.189 1.188 3.210 -1.07 -0.83 1.49 0.14
H 2.215 -1.198 3.091 -0.80 1.30 1.46 0.13
H 0.119 -0.696 2.319 0.38 1.43 1.29 0.15
H -2.354 -1.144 2.823 0.18 0.97 1.77 0.10
H -4.440 -1.160 4.464 1.76 1.13 0.57 0.11
H -2.232 1.346 7.308 -0.16 -1.09 -1.88 0.11
H -0.006 1.505 5.864 -1.80 -1.18 -0.55 0.10
F -2.998 1.630 -4.816 -0.14 0.05 -0.18 0.05
C -2.123 1.563 -3.800 0.63 -0.07 0.72 -0.29
C -1.488 0.360 -3.528 -0.11 -0.12 -0.18 -0.01
C -0.577 0.290 -2.479 -0.08 0.33 0.05 -0.07
C -0.320 1.420 -1.707 0.01 -0.07 -0.02 -0.10
C -0.966 2.622 -1.985 0.00 -0.25 -0.11 -0.07
C -1.869 2.696 -3.041 -0.11 0.10 -0.07 -0.02
H -1.708 -0.511 -4.135 0.02 0.04 0.01 0.11
H -0.070 -0.645 -2.263 -0.09 0.04 -0.06 0.09
H 0.388 1.364 -0.886 -0.17 0.12 -0.03 0.06
H -0.767 3.499 -1.379 -0.02 -0.10 -0.07 0.11
H -2.375 3.624 -3.278 0.00 -0.07 -0.01 0.12
F 0.513 -3.179 -2.356 0.10 0.11 0.18 0.05
C -0.048 -3.742 -3.440 -0.40 -0.38 -0.73 -0.29
C 0.672 -3.805 -4.623 0.18 0.09 0.03 -0.02
C 0.093 -4.392 -5.744 -0.28 -0.01 0.24 -0.08
C -1.202 -4.900 -5.671 0.03 -0.01 -0.03 -0.09
C -1.917 -4.827 -4.479 0.34 0.01 -0.09 -0.09
C -1.335 -4.249 -3.355 -0.04 0.04 0.16 -0.02
H 1.676 -3.397 -4.663 -0.05 -0.03 0.05 0.11
H 0.650 -4.453 -6.673 -0.03 0.04 0.12 0.10
H -1.654 -5.354 -6.548 0.05 0.06 0.11 0.10
H -2.927 -5.218 -4.425 0.14 0.07 0.03 0.10
H -1.873 -4.192 -2.416 0.05 0.03 -0.04 0.12
F 2.581 -0.594 1.169 -0.15 0.07 0.04 0.03
C 3.363 -0.805 0.093 0.73 -0.18 -1.04 -0.26
C 4.555 -1.497 0.242 -0.05 -0.02 0.26 -0.01
C 5.359 -1.719 -0.871 -0.22 0.17 -0.20 -0.08
C 4.967 -1.236 -2.118 0.00 -0.01 0.04 -0.09
C 3.770 -0.538 -2.254 0.18 -0.16 0.21 -0.07
C 2.961 -0.326 -1.142 -0.20 0.08 0.10 0.00
H 4.847 -1.858 1.222 -0.01 0.01 -0.05 0.12
H 6.290 -2.266 -0.768 -0.12 0.07 0.07 0.10
H 5.597 -1.406 -2.985 -0.08 0.02 0.10 0.10
H 3.468 -0.159 -3.224 -0.02 -0.03 0.13 0.11
H 2.023 0.208 -1.231 0.12 -0.03 0.01 0.08
F 7.975 -2.282 1.164 -0.11 -0.20 -0.02 0.05
C 8.604 -1.105 1.311 0.42 0.81 0.10 -0.29
C 9.193 -0.506 0.208 -0.05 -0.11 -0.14 -0.02
C 9.841 0.716 0.358 -0.11 -0.07 0.34 -0.08
C 9.902 1.320 1.612 0.02 0.03 -0.03 -0.10
C 9.311 0.707 2.714 0.03 -0.05 -0.31 -0.08
C 8.653 -0.510 2.562 -0.10 -0.12 0.10 -0.02
H 9.143 -0.995 -0.758 -0.02 0.01 0.07 0.12
H 10.299 1.197 -0.500 -0.06 -0.09 0.08 0.11
H 10.411 2.271 1.730 -0.06 -0.12 -0.01 0.10
H 9.362 1.176 3.691 -0.04 -0.08 -0.10 0.11
H 8.180 -0.997 3.406 0.03 -0.01 -0.07 0.12
F -4.224 -3.013 -4.681 0.10 -0.10 0.07 0.06
C -5.272 -2.265 -5.062 -0.71 0.53 -0.24 -0.28
C -6.501 -2.869 -5.275 0.01 -0.18 0.03 -0.03
C -7.587 -2.090 -5.665 0.28 0.26 -0.02 -0.10
C -7.427 -0.718 -5.848 -0.03 -0.02 -0.02 -0.09
C -6.186 -0.124 -5.636 -0.15 -0.31 0.02 -0.07
C -5.103 -0.901 -5.236 0.22 0.02 0.05 -0.01
H -6.605 -3.939 -5.135 0.04 0.04 -0.01 0.12
H -8.556 -2.551 -5.826 0.12 0.03 0.03 0.11
H -8.273 -0.112 -6.156 0.10 -0.08 0.05 0.10
H -6.061 0.944 -5.782 0.04 -0.12 0.05 0.11
H -4.133 -0.455 -5.058 -0.08 -0.04 -0.03 0.09
F 4.635 4.654 3.465 0.11 -0.13 -0.11 0.05
C 4.353 5.926 3.789 -0.20 0.87 0.21 -0.28
C 3.128 6.229 4.364 -0.04 -0.13 -0.01 -0.02
C 2.840 7.547 4.704 0.33 0.03 -0.14 -0.07
C 3.775 8.549 4.456 -0.05 0.03 0.03 -0.10
C 5.000 8.234 3.874 -0.26 -0.16 0.09 -0.08
C 5.294 6.915 3.543 0.13 -0.09 -0.07 -0.02
H 2.409 5.439 4.543 0.05 0.11 -0.04 0.09
H 1.887 7.794 5.161 0.09 -0.07 -0.07 0.11
H 3.548 9.577 4.717 0.03 -0.12 -0.03 0.10
H 5.726 9.016 3.677 -0.06 -0.12 0.02 0.11
H 6.246 6.650 3.098 -0.08 -0.03 0.01 0.12
F -9.898 -1.426 -3.349 -0.02 0.10 -0.11 0.06
C -9.924 -2.349 -2.375 -0.01 -0.57 0.60 -0.28
C -10.927 -2.304 -1.420 -0.11 0.13 -0.04 -0.02
C -10.957 -3.264 -0.413 0.30 -0.09 -0.19 -0.08
C -9.977 -4.253 -0.368 -0.03 -0.02 0.05 -0.10
C -8.971 -4.286 -1.330 -0.28 0.19 0.06 -0.08
C -8.947 -3.333 -2.343 0.11 0.02 -0.14 -0.01
H -11.676 -1.522 -1.467 0.06 -0.04 -0.04 0.12
H -11.742 -3.242 0.335 0.08 0.04 -0.09 0.10
H -9.998 -4.999 0.420 0.01 0.09 -0.09 0.10
H -8.206 -5.055 -1.290 -0.08 0.09 -0.04 0.10
H -8.176 -3.349 -3.105 -0.05 0.08 0.05 0.09
```
Positions in Å, forces in eV/Å.

Results
- Total charge: 0
- 2S+1: 1
- LUMO: 0.0 eV



(2)
This record from the Open Molecules 2025 dataset describes a structure of composition C7H8AgNO4P. The level of theory is ωB97M-V/def2-TZVPD.

```
22
Properties=species:S:1:pos:R:3:forces:R:3:lowdin_spin:R:1
C 3.659 0.005 -0.196 -0.59 -0.66 0.34 0.01
C 2.130 0.001 -0.253 -0.16 -0.07 0.16 0.00
C 1.421 0.811 0.555 0.34 -1.24 -1.17 0.07
O 1.973 1.677 1.423 -0.81 0.20 -0.55 0.04
C -0.101 0.705 0.462 0.36 -0.27 0.13 0.09
O -0.761 1.499 1.018 -1.25 1.37 1.10 0.22
C -0.824 -0.417 -0.335 -0.02 -0.36 -0.40 0.11
P -2.670 -0.621 -0.147 0.60 0.17 -0.04 0.22
N -3.062 -0.757 1.512 0.68 1.63 -1.82 0.12
O -3.256 0.851 -0.764 0.77 -1.46 1.45 0.07
C -0.114 -1.207 -1.134 0.03 0.44 0.40 0.01
C 1.400 -0.950 -1.220 0.09 0.78 0.98 0.01
O 2.017 -1.480 -2.075 0.54 -0.84 -1.11 0.00
H 4.102 0.878 -0.707 -0.26 -0.46 0.07 0.00
H 3.934 0.053 0.877 -0.05 0.08 -0.61 0.00
H 4.031 -0.951 -0.605 -0.04 0.68 -0.02 0.00
H 2.071 2.541 0.980 0.11 -0.10 0.43 0.00
H -2.998 0.186 1.920 -0.10 -0.31 0.51 0.00
H -2.446 -1.419 1.990 -0.36 -0.06 0.13 0.00
H -4.226 0.751 -0.844 1.26 1.37 -0.32 0.00
H -0.590 -1.994 -1.738 0.67 0.29 0.19 0.01
Ag -5.690 -0.162 -0.717 -1.80 -1.15 0.16 0.01
```
Positions in Å, forces in eV/Å.

Results
- Total charge: +2
- 2S+1: 2
- Expectation value of S²: 0.759
- LUMO (alpha / beta): -10.5 / -11.7 eV



(3)
This record from the Open Molecules 2025 dataset describes a cluster of 2 separate species, C3H2ClNS2 in total. The level of theory is ωB97M-V/def2-TZVPD.

```
9
Properties=species:S:1:pos:R:3:forces:R:3:lowdin_charge:R:1
S 2.487 -1.131 -0.493 1.67 0.92 0.76 0.55
N 0.994 -1.344 -0.881 -3.97 -3.35 -2.44 -0.64
C 0.056 -1.938 -1.363 2.40 2.45 1.71 -0.65
Cl -1.516 -2.217 -1.673 -0.11 -0.07 -0.05 0.74
C 0.071 1.306 1.323 -0.58 1.08 -3.92 -0.07
C -1.005 1.187 0.594 0.82 -0.01 0.59 -0.78
S -2.099 1.141 -0.489 -0.86 -0.11 -0.40 0.74
H 0.803 1.808 0.670 0.23 -0.33 0.67 0.09
H 0.210 1.187 2.312 0.40 -0.58 3.08 0.02
```
Positions in Å, forces in eV/Å.

Results
- Total charge: 0
- 2S+1: 1
- LUMO (alpha / beta): -0.4 / -0.4 eV



(4)
This record from the Open Molecules 2025 dataset describes the molecule C5H10N2O. The level of theory is ωB97M-V/def2-TZVPD.

```
18
Properties=species:S:1:pos:R:3:forces:R:3:lowdin_charge:R:1
H -2.962 2.057 -2.169 0.20 0.06 0.09 0.05
N -2.531 1.251 -1.711 -0.25 0.38 0.03 0.04
C -1.506 1.503 -1.026 -0.34 -3.25 -0.63 -0.14
C -0.772 -0.047 -0.259 -3.81 6.25 -2.30 -0.23
C -1.573 -1.078 -0.331 0.55 -0.26 -0.23 0.05
C 0.188 0.726 0.455 4.10 -5.21 1.92 -0.12
N 0.966 -0.657 0.945 -0.64 1.22 0.82 -0.27
C 2.052 -1.171 0.139 0.04 0.76 0.08 -0.10
O 1.296 -0.679 2.323 0.29 0.43 -0.20 -0.07
H -1.042 2.504 -0.993 0.13 -0.39 0.41 0.09
H -2.442 -0.971 -0.976 0.03 -0.09 0.09 0.06
H -1.339 -2.014 0.150 -0.02 -0.10 0.08 0.07
H 0.888 1.316 -0.142 -0.30 0.16 0.08 0.11
H -0.178 1.202 1.362 -0.05 0.06 -0.17 0.13
H 2.947 -0.531 0.193 0.13 -0.09 -0.11 0.08
H 2.315 -2.180 0.462 -0.12 0.13 0.08 0.09
H 1.708 -1.220 -0.895 0.03 0.03 -0.02 0.08
H 1.986 -0.011 2.473 0.04 -0.12 -0.01 0.09
```
Positions in Å, forces in eV/Å.

Results
- Total charge: 0
- 2S+1: 1
- LUMO: 0.8 eV



(5)
This record from the Open Molecules 2025 dataset describes a cluster of 5 separate species, C27H28N4O14S2 in total. The level of theory is ωB97M-V/def2-TZVPD.

```
75
Properties=species:S:1:pos:R:3:forces:R:3:lowdin_charge:R:1
C 0.203 -1.900 -4.715 0.20 0.01 0.32 -0.04
C 1.655 -2.317 -4.606 -0.53 0.17 -0.02 -0.25
O 2.110 -2.276 -3.257 0.21 -0.36 -0.29 -0.16
O 2.423 -0.901 -3.008 0.46 -0.48 1.20 -0.28
S 1.733 -0.513 -1.554 -1.68 0.08 -0.31 0.95
O 2.632 0.426 -0.989 0.94 0.96 0.29 -0.34
O 1.883 -1.882 -0.628 0.76 -0.12 -0.73 -0.36
C 0.888 -1.880 0.379 0.51 -0.07 -0.67 -0.31
S 1.407 -3.022 1.670 -1.36 -0.37 0.58 0.69
O 0.685 -4.229 1.462 0.07 -1.16 -0.78 -0.33
O 1.157 -2.394 2.922 0.62 1.00 0.81 -0.33
H -0.421 -2.775 -4.702 -0.44 -0.27 -0.24 0.08
H -0.078 -1.325 -3.847 -0.02 0.34 0.35 0.06
H 0.007 -1.278 -5.569 -0.13 0.04 -0.52 0.08
H 2.316 -1.743 -5.233 0.29 0.26 -0.14 0.11
H 1.759 -3.351 -4.880 0.20 -0.53 -0.06 0.11
H 0.717 -0.901 0.796 0.15 0.37 0.47 0.08
H -0.044 -2.260 -0.016 -0.34 -0.37 0.12 0.12
H 2.729 -3.293 1.513 0.00 0.49 -0.35 0.10
C -0.387 2.002 2.487 0.03 -0.03 0.00 -0.06
C -1.362 2.697 3.189 0.08 -0.05 -0.06 -0.06
C -2.341 3.398 2.507 -0.11 0.07 0.23 0.00
C -2.331 3.390 1.124 0.11 -0.09 0.12 -0.14
C -1.365 2.709 0.408 0.11 -0.10 -0.27 0.00
C -0.388 2.013 1.098 -0.04 -0.05 0.18 -0.06
N -3.381 4.114 0.395 -0.06 0.06 -0.05 -0.34
O -4.208 4.722 1.052 0.14 -0.19 -0.06 0.05
O -3.366 4.064 -0.817 -0.02 0.02 0.06 0.09
H 0.374 1.450 3.023 0.01 0.00 0.01 0.11
H -1.360 2.689 4.270 -0.02 0.01 0.02 0.11
H -3.100 3.939 3.051 -0.07 0.04 -0.11 0.12
H -1.369 2.716 -0.671 -0.11 0.08 -0.01 0.12
H 0.373 1.473 0.554 0.08 0.07 -0.08 0.08
C 0.599 -6.116 6.054 -0.01 0.00 0.02 -0.07
C 0.067 -6.162 7.336 0.05 0.01 -0.12 -0.07
C -0.705 -5.113 7.805 -0.03 -0.13 0.23 -0.01
C -0.936 -4.030 6.976 0.09 -0.16 -0.07 -0.15
C -0.410 -3.966 5.700 0.00 0.18 -0.24 0.00
C 0.362 -5.017 5.240 0.07 -0.13 0.04 -0.06
N -1.773 -2.922 7.463 -0.05 0.10 0.04 -0.35
O -2.204 -2.998 8.597 0.02 0.01 -0.07 0.07
O -1.984 -1.997 6.703 0.01 -0.06 0.06 0.07
H 1.197 -6.940 5.688 0.01 -0.01 0.00 0.11
H 0.253 -7.018 7.970 -0.01 0.00 0.03 0.11
H -1.118 -5.145 8.801 -0.07 0.12 -0.01 0.12
H -0.594 -3.113 5.065 -0.05 0.06 0.07 0.11
H 0.777 -4.978 4.242 -0.04 0.03 -0.03 0.09
C 6.593 -5.920 -5.940 0.02 -0.01 0.01 -0.07
C 5.621 -5.195 -5.266 0.08 -0.06 -0.04 -0.06
C 4.676 -4.475 -5.977 -0.11 0.07 0.20 0.00
C 4.718 -4.494 -7.358 0.10 -0.08 0.11 -0.14
C 5.683 -5.205 -8.045 0.12 -0.10 -0.24 0.00
C 6.626 -5.922 -7.328 -0.01 0.00 0.12 -0.06
N 3.705 -3.747 -8.122 -0.09 0.10 -0.07 -0.34
O 2.872 -3.114 -7.497 0.10 -0.09 0.01 0.06
O 3.758 -3.807 -9.332 -0.01 0.01 0.04 0.09
H 7.327 -6.486 -5.383 0.01 0.00 0.01 0.11
H 5.597 -5.192 -4.186 -0.02 0.02 0.01 0.11
H 3.922 -3.909 -5.453 -0.06 0.06 -0.09 0.10
H 5.706 -5.207 -9.124 -0.11 0.08 -0.02 0.12
H 7.386 -6.484 -7.851 0.00 0.00 -0.03 0.11
C -6.234 8.392 1.906 0.01 0.04 -0.01 -0.07
C -5.145 7.714 1.375 -0.18 0.08 0.11 -0.06
C -4.102 8.423 0.803 0.13 -0.22 -0.04 0.00
C -4.164 9.803 0.775 -0.12 -0.10 0.08 -0.15
C -5.243 10.493 1.293 -0.14 0.24 0.07 -0.01
C -6.284 9.779 1.862 0.00 -0.13 0.01 -0.07
N -3.046 10.560 0.188 0.07 0.06 -0.06 -0.35
O -2.120 9.926 -0.278 -0.05 0.05 0.03 0.08
O -3.116 11.773 0.205 0.01 -0.08 -0.01 0.07
H -7.046 7.838 2.357 -0.01 -0.01 0.00 0.11
H -5.106 6.637 1.407 0.00 0.07 -0.05 0.07
H -3.255 7.898 0.388 0.06 0.11 -0.04 0.12
H -5.278 11.571 1.260 0.13 0.02 -0.06 0.12
H -7.135 10.305 2.273 0.00 0.03 0.00 0.11
```
Positions in Å, forces in eV/Å.

Results
- Total charge: 0
- 2S+1: 1
- LUMO: -0.8 eV



no.,E (Ha)
1,-2985.5338
2,-1114.7698
3,-1426.6809
4,-381.0471
5,-3113.8609